(1)
ORCA calculation (wB97M-V/def2-TZVPD) on a molecular structure, C39H35CoF3N4OSe2Te at a distorted geometry.

The geometry in XYZ format:
```
86
Properties=species:S:1:pos:R:3:forces:R:3:lowdin_charge:R:1
Co -0.256 -0.578 0.467 0.91 -0.85 0.90 0.50
Se -2.434 1.810 0.742 -0.22 -0.38 -0.16 0.75
Se -3.315 -0.241 -0.027 -0.04 0.48 -0.04 0.77
C -2.223 -0.410 -1.604 0.13 0.09 0.00 -0.63
C -2.824 -0.502 -2.845 -0.01 -0.01 -0.02 -0.07
C -2.008 -0.574 -3.967 -0.02 -0.02 -0.04 -0.02
C -0.634 -0.544 -3.809 0.00 0.01 -0.02 -0.01
C -0.112 -0.479 -2.529 0.00 0.00 0.08 -0.09
N -0.892 -0.420 -1.445 -0.08 -0.10 0.13 -0.05
C -1.675 1.182 2.388 0.04 -0.09 0.07 -0.68
C -1.912 1.930 3.534 0.00 -0.01 -0.02 -0.08
C -1.348 1.514 4.727 0.03 0.01 0.03 -0.01
C -0.574 0.363 4.739 -0.04 -0.01 0.07 -0.04
C -0.377 -0.316 3.554 -0.08 -0.13 -0.08 -0.13
N -0.916 0.078 2.391 0.05 0.21 -0.13 -0.06
H -3.901 -0.505 -2.931 0.00 0.05 0.00 0.12
H -2.449 -0.637 -4.954 0.01 0.00 0.01 0.13
H 0.031 -0.578 -4.660 0.00 -0.02 0.01 0.12
H 0.953 -0.501 -2.339 -0.01 0.02 0.00 0.12
H -2.544 2.806 3.486 -0.01 -0.03 0.00 0.12
H -1.526 2.068 5.640 0.01 0.00 -0.02 0.13
H -0.140 -0.013 5.655 0.02 0.01 -0.02 0.12
H 0.223 -1.219 3.518 0.01 0.02 0.00 0.13
F -2.511 -6.992 1.820 -0.14 -0.02 0.04 0.17
C -1.269 -6.694 1.434 0.01 0.05 -0.01 -0.60
F -0.976 -7.422 0.359 0.03 -0.07 -0.13 0.17
F -0.437 -7.046 2.418 0.10 -0.03 0.11 0.17
C -1.141 -5.212 1.156 -0.04 0.02 -0.01 -0.07
C -1.631 -4.305 2.083 -0.01 -0.01 0.00 0.04
C -1.482 -2.959 1.829 -0.13 0.15 -0.05 -0.10
N -0.880 -2.491 0.725 -0.08 0.24 -0.37 0.00
C -0.438 -3.378 -0.176 0.04 0.08 -0.04 -0.07
C -0.545 -4.745 0.001 -0.01 0.01 0.00 0.06
H -2.134 -4.636 2.981 0.02 0.01 0.00 0.14
H -1.879 -2.222 2.511 0.01 -0.01 0.00 0.10
H 0.026 -2.971 -1.063 0.05 0.00 0.04 0.11
H -0.168 -5.422 -0.751 -0.01 0.01 0.00 0.14
C 2.695 5.355 7.312 0.04 -0.02 -0.03 -0.02
C 2.560 4.537 6.059 0.01 -0.01 0.09 -0.24
C 2.751 3.163 6.062 0.04 0.00 0.02 0.00
C 2.612 2.380 4.920 -0.03 0.05 -0.01 -0.27
C 2.903 0.914 5.072 -0.03 0.04 -0.09 -0.04
C 2.261 3.024 3.727 -0.03 -0.05 -0.25 -0.29
Te 1.699 2.302 1.744 -0.31 0.42 -0.36 1.85
N 1.457 0.526 0.884 -0.04 -0.53 0.36 -0.29
C 2.260 -0.525 0.560 -0.32 0.81 -0.13 -0.51
O 1.685 -1.361 -0.176 -0.16 -0.15 0.21 -0.02
C 3.669 -0.697 0.953 0.08 -0.20 -0.38 -0.17
C 4.563 -1.208 0.012 -0.01 0.09 -0.02 0.00
C 5.889 -1.399 0.360 0.03 0.03 0.04 -0.04
C 6.319 -1.113 1.653 -0.01 -0.01 -0.05 -0.05
C 5.417 -0.651 2.600 -0.04 0.00 0.01 -0.06
C 4.094 -0.439 2.241 0.04 -0.03 0.12 -0.06
C 3.443 2.876 0.759 0.15 -0.02 0.02 -0.39
C 4.643 2.895 1.463 -0.01 0.05 0.00 -0.11
C 5.812 3.234 0.803 -0.01 -0.03 -0.03 -0.05
C 5.760 3.564 -0.544 0.01 0.01 0.00 -0.04
C 4.553 3.552 -1.229 -0.01 0.00 -0.03 -0.02
C 3.363 3.199 -0.600 0.00 0.01 0.02 -0.30
C 2.075 3.168 -1.380 0.05 -0.05 0.02 -0.06
C 2.059 4.423 3.668 0.10 -0.06 0.35 -0.30
C 1.737 5.293 2.467 0.13 -0.12 -0.03 -0.08
C 2.231 5.133 4.855 -0.10 0.11 -0.10 0.00
H 2.855 4.726 8.185 0.00 0.00 -0.01 0.08
H 1.801 5.956 7.479 0.00 -0.01 0.00 0.09
H 3.538 6.044 7.234 -0.01 -0.02 -0.02 0.10
H 3.035 2.674 6.987 -0.04 -0.01 -0.01 0.13
H 3.047 0.665 6.121 -0.06 0.01 0.01 0.10
H 3.822 0.658 4.553 0.07 0.00 0.11 0.06
H 2.098 0.288 4.687 0.04 -0.02 -0.09 0.05
H 4.215 -1.440 -0.986 0.00 -0.02 0.01 0.12
H 6.588 -1.782 -0.371 0.00 0.01 0.01 0.12
H 7.354 -1.272 1.925 -0.02 -0.01 -0.01 0.12
H 5.745 -0.476 3.618 -0.01 0.01 -0.01 0.11
H 3.366 -0.139 2.975 0.00 0.04 -0.06 0.06
H 4.665 2.658 2.520 0.00 -0.02 -0.02 0.10
H 6.753 3.237 1.335 -0.01 0.03 0.00 0.12
H 6.666 3.841 -1.067 -0.01 -0.01 0.01 0.12
H 4.529 3.828 -2.276 0.01 -0.01 0.02 0.12
H 2.171 3.741 -2.300 0.00 0.00 0.00 0.09
H 1.238 3.587 -0.817 -0.01 0.04 -0.01 0.06
H 1.804 2.144 -1.650 0.00 -0.01 0.01 0.07
H 1.160 4.827 1.673 -0.09 -0.01 -0.03 0.02
H 2.661 5.663 2.017 0.00 -0.04 -0.02 0.10
H 1.162 6.154 2.801 0.03 0.01 -0.01 0.09
H 2.084 6.208 4.820 0.00 -0.03 0.03 0.13
```
Forces are in eV/Å.

As for the spin multiplicity: 2. The LUMO energy (alpha / beta) is -5.95 / -5.79 eV. For the energy relative to the best compared isomer or geometry (same formula, charge and spin), the calculation gives 0.00 kJ/mol. Its charge is +2.

=====

(2)
ORCA calculation (wB97M-V/def2-TZVPD) on 2 unconnected molecules or ions with the total composition C2H9N2OP at a distorted geometry.

The geometry in XYZ format:
```
15
Properties=species:S:1:pos:R:3:forces:R:3:lowdin_charge:R:1
C 1.711 1.058 0.382 0.31 -0.21 2.34 -0.21
C -2.238 0.786 -0.437 -0.71 0.00 1.95 -0.19
N 1.155 -2.594 -0.399 -0.21 -2.17 -0.19 -0.34
N 1.218 -0.295 0.360 1.46 -1.46 0.03 -0.37
O -2.105 -0.525 0.113 1.07 0.12 2.80 -0.23
P 0.744 -1.229 -0.962 -0.04 1.38 0.33 0.75
H 1.145 1.478 1.214 0.51 0.74 0.23 0.06
H 2.826 1.145 0.620 -1.47 -0.04 -0.77 0.10
H 1.362 1.582 -0.452 0.09 0.89 -1.60 0.03
H -2.735 0.619 -1.405 0.03 0.73 0.53 0.09
H -1.271 1.228 -0.511 0.95 0.36 -0.81 0.02
H -2.722 1.477 0.351 -0.18 -0.93 -1.65 0.10
H 0.810 -3.401 -0.935 0.32 0.49 0.21 -0.04
H -1.689 -0.435 1.061 -1.14 -0.31 -2.85 0.13
H 1.788 -0.894 0.998 -1.00 0.40 -0.56 0.08
```
Forces are in eV/Å.

As for the spin multiplicity: 1. As for the SMILES: [H]/N=P/NC.CO. The LUMO energy is 0.76 eV. For the energy relative to the best compared isomer or geometry (same formula, charge and spin), the calculation gives 217.09 kJ/mol.

=====

(3)
ORCA calculation (wB97M-V/def2-TZVPD) on a molecular structure, C29H38BaN4OP2 at a distorted geometry.

The geometry in XYZ format:
```
75
Properties=species:S:1:pos:R:3:forces:R:3:lowdin_charge:R:1
Ba -0.164 1.942 -1.026 0.20 0.23 0.51 1.44
C -2.093 1.874 -7.915 -0.39 -0.05 -0.15 -0.12
C -2.224 0.606 -7.531 -0.39 -0.15 -0.43 -0.13
C -1.410 -0.558 -8.040 -0.06 -0.16 0.06 -0.18
C 0.043 -0.239 -8.459 0.14 -0.36 0.16 -0.20
C 0.817 0.622 -7.479 0.03 0.56 -0.33 -0.10
C 0.888 1.961 -7.527 0.15 -0.82 -0.57 -0.11
C 0.220 2.810 -8.585 -0.23 0.34 0.08 -0.19
C -1.209 2.376 -9.021 0.39 0.43 -0.10 -0.20
C 1.472 0.986 1.133 -0.22 0.54 -0.62 -0.42
H -2.729 2.649 -7.476 0.04 -0.36 -0.01 0.10
H -3.051 0.316 -6.869 0.46 0.35 0.00 0.10
H -1.917 -1.040 -8.899 0.12 0.17 0.36 0.12
H -1.391 -1.321 -7.242 0.02 0.20 -0.24 0.10
H 0.564 -1.207 -8.512 -0.09 0.23 -0.16 0.11
H 0.046 0.175 -9.472 0.19 -0.04 0.29 0.10
H 1.399 0.061 -6.750 -0.13 0.26 0.14 0.09
H 1.532 2.508 -6.843 -0.08 -0.22 0.13 0.09
H 0.835 2.869 -9.505 -0.07 -0.03 0.45 0.12
H 0.162 3.839 -8.194 0.03 -0.28 -0.15 0.10
H -1.687 3.278 -9.431 0.09 -0.29 -0.06 0.11
H -1.128 1.660 -9.847 -0.23 0.14 0.27 0.10
H 1.281 1.673 1.954 0.23 0.20 0.56 -0.09
H 2.565 0.914 0.981 -0.24 0.23 0.16 -0.08
H 1.139 -0.003 1.432 0.07 0.01 -0.01 -0.10
P 1.553 -0.475 -1.456 0.80 0.60 -0.29 0.90
P -1.644 -0.945 -1.631 0.11 0.84 -0.25 0.90
N 2.654 0.859 -2.160 -0.06 -0.63 0.24 -0.24
N 2.770 -1.709 -1.195 0.29 -0.20 -0.02 -0.25
N -2.495 0.291 -2.677 -0.49 0.68 0.16 -0.27
N -2.994 -2.039 -1.551 -1.01 -0.89 -0.18 -0.28
C 0.833 -0.993 -3.041 -0.37 -0.91 -1.04 -0.44
C -0.575 -1.681 -2.919 0.74 -0.47 0.11 -0.40
C 2.799 2.196 -1.741 0.16 -0.58 -0.53 -0.27
C 3.652 2.828 -2.633 -0.50 -0.07 0.72 -0.10
C 4.092 1.865 -3.569 -0.21 -0.54 -0.17 -0.10
C 3.460 0.673 -3.273 -0.22 0.44 0.46 -0.14
C 3.778 -1.604 -0.231 -0.26 -0.83 -0.57 -0.12
C 4.517 -2.769 -0.254 -0.69 0.38 -0.49 -0.09
C 3.950 -3.635 -1.253 -0.79 1.36 0.19 -0.09
C 2.868 -2.967 -1.803 0.84 0.19 0.62 -0.14
C -2.761 1.589 -2.177 0.08 -0.70 -1.58 -0.38
C -2.787 2.471 -3.261 0.11 -0.57 0.44 -0.13
C -2.587 1.697 -4.439 -0.10 0.07 0.08 -0.09
C -2.495 0.371 -4.070 0.18 0.40 0.83 -0.16
C -4.027 -2.272 -2.479 -0.08 -0.51 1.31 -0.12
C -4.988 -3.067 -1.866 1.06 0.61 -0.08 -0.10
C -4.525 -3.359 -0.539 0.35 0.31 -0.25 -0.11
C -3.308 -2.736 -0.374 -0.32 0.33 -0.66 -0.15
H 1.534 -1.705 -3.508 -0.32 0.25 -0.24 0.05
H 0.781 -0.124 -3.726 -0.07 -0.33 0.41 0.08
H -1.073 -1.685 -3.898 0.20 -0.04 0.27 0.06
H -0.454 -2.735 -2.612 0.04 0.27 -0.21 0.08
H 2.420 2.509 -0.764 0.30 -0.14 -0.33 0.03
H 3.920 3.876 -2.587 0.12 -0.20 0.03 0.10
H 4.818 2.012 -4.355 -0.13 0.02 -0.02 0.09
H 3.521 -0.308 -3.736 0.05 0.32 0.08 0.11
H 3.841 -0.717 0.380 0.08 -0.10 -0.04 0.09
H 5.368 -2.983 0.364 0.11 -0.01 0.10 0.09
H 4.290 -4.608 -1.527 0.07 -0.37 -0.07 0.08
H 2.163 -3.276 -2.558 0.12 -0.05 0.09 0.09
H -3.007 1.713 -1.136 -0.09 0.08 0.19 0.07
H -2.958 3.539 -3.222 -0.06 -0.11 0.04 0.09
H -2.512 2.064 -5.456 -0.19 -0.05 0.38 0.06
H -2.526 -0.530 -4.672 0.36 0.33 0.06 0.09
H -3.985 -1.844 -3.467 -0.10 0.02 0.10 0.09
H -5.923 -3.378 -2.302 0.06 -0.05 -0.06 0.09
H -5.050 -3.943 0.208 0.18 0.08 -0.14 0.09
H -2.620 -2.692 0.462 -0.17 -0.03 -0.11 0.09
C -1.799 0.264 3.205 -1.10 0.59 -0.46 -0.09
C -0.944 -0.740 2.697 1.25 -0.10 3.26 -0.28
O -0.337 -1.496 2.060 0.20 -1.29 -2.27 0.07
H -2.545 0.543 2.433 -0.47 0.54 0.30 0.07
H -1.195 1.152 3.488 -0.31 -0.65 -0.15 0.11
H -2.305 -0.161 4.105 0.21 0.61 -0.63 0.10
```
Forces are in eV/Å.

As for the spin multiplicity: 1. The LUMO energy (alpha / beta) is -0.43 / -0.28 eV.